Here is a molecular structure, C11H24N2P in a non-equilibrium geometry from OMol25. Energies are from ωB97M-V/def2-TZVPD.

Each line ends with the Löwdin charge.
Element x y z (Å)
1 C -2.65196 1.65881 0.89755  -0.2095
2 C -2.30171 0.27103 1.57292  -0.1502
3 C -2.46516 -2.55012 -0.82317  -0.0618
4 C -3.28573 -2.65820 0.38786  -0.0203
5 C -1.77494 2.12951 -0.20205  -0.3001
6 C -1.61965 -0.67700 0.56362  -0.4031
7 C -2.36061 2.94174 -1.31313  -0.0688
8 C 5.66401 -0.73349 0.12307  -0.1195
9 C 4.52329 -0.05770 -0.62520  -0.2705
10 C 3.24673 -0.11809 0.22675  -0.2197
11 C 2.06716 0.12780 -0.66736  -0.3548
12 N 0.82253 0.32703 0.09925  -0.3081
13 N -2.76547 -1.32668 -0.07171  -0.1245
14 P -0.53876 0.13320 -0.91191  1.0054
15 H -3.61443 1.48900 0.61878  0.0709
16 H -2.70715 2.25676 1.80646  0.1245
17 H -1.62943 0.48854 2.41739  0.1191
18 H -3.12935 -0.38099 1.92464  0.1176
19 H -1.35234 -2.93494 -0.75630  0.1767
20 H -2.96480 -2.63716 -1.74186  0.1146
21 H -4.41879 -2.64088 0.48144  0.1581
22 H -2.98122 -2.87317 1.39658  0.1249
23 H -0.77199 2.63037 0.25540  0.1503
24 H -0.87174 -1.48939 0.82444  0.1299
25 H -2.77505 3.68126 -0.75907  0.0700
26 H -2.98706 2.29090 -1.81788  0.0670
27 H -1.61714 3.22647 -1.89625  0.0337
28 H 5.59876 -1.78031 0.27369  0.0603
29 H 6.70731 -0.57100 -0.15462  0.0809
30 H 5.53140 -0.29329 1.10626  0.0642
31 H 4.87735 0.82519 -0.96499  0.0779
32 H 4.43665 -0.81379 -1.39949  0.1076
33 H 3.06755 -1.19119 0.74445  0.1678
34 H 3.48754 0.65724 0.96511  0.1160
35 H 1.77818 -0.72685 -1.30986  0.0853
36 H 2.38000 0.99880 -1.32851  0.1345
37 H 0.92530 1.20350 0.59861  0.0772
38 H -3.52930 -0.88294 -0.54094  0.1763

Kohn-Sham gap (alpha / beta) = 6.0709 / 6.9520 eV
total charge = +1
⟨S²⟩ = 2.01
E_HOMO (alpha / beta) = -0.3271 / -0.4473 Ha
multiplicity = 3
E_tot = -24050.9161 eV